Computed, not measured: a structure of composition C47H38Cl2NO5OsP2S in a non-equilibrium geometry, with ωB97M-V/def2-TZVPD.

Last column: Mulliken spin population.
Atoms and positions in Å:
1 Os -1.466 0.353 -1.105  1.7940
2 C -1.707 3.516 -0.197  -0.0052
3 P -0.513 2.552 -1.238  0.0067
4 C -0.376 3.630 -2.712  -0.0135
5 C -1.096 3.369 -3.875  0.0133
6 C -1.040 4.250 -4.952  -0.0010
7 C -0.269 5.397 -4.871  0.0001
8 C 0.449 5.670 -3.710  0.0003
9 C 0.400 4.792 -2.637  0.0011
10 C 1.201 2.561 -0.648  0.0200
11 C 2.075 1.790 -1.413  0.0155
12 C 3.404 1.654 -1.029  0.0095
13 C 3.857 2.292 0.120  -0.0006
14 C 2.984 3.065 0.878  0.0001
15 C 1.655 3.194 0.497  0.0047
16 C -2.817 2.634 0.305  0.0123
17 C -3.801 2.845 1.272  0.0489
18 C -4.499 1.633 1.432  0.0343
19 C -3.915 0.701 0.573  -0.0143
20 C -4.100 -0.781 0.437  0.0140
21 P -2.526 -1.554 -0.159  0.0207
22 C -1.502 -2.520 0.964  0.3559
23 C -1.820 -2.862 2.238  -0.1014
24 C -0.976 -3.693 3.003  0.4142
25 C 0.226 -4.207 2.437  -0.1019
26 C 0.597 -3.874 1.184  0.3241
27 C -0.194 -2.933 0.337  0.0468
28 C -3.126 -2.918 -1.234  -0.0150
29 C -3.585 -2.656 -2.523  0.0071
30 C -4.068 -3.678 -3.329  0.0037
31 C -4.103 -4.980 -2.855  -0.0004
32 C -3.666 -5.255 -1.566  0.0019
33 C -3.179 -4.232 -0.760  0.0191
34 N -2.927 1.337 -0.137  0.0013
35 H -2.096 4.298 -0.845  0.0002
36 H -1.192 4.005 0.630  0.0001
37 H -1.705 2.483 -3.940  -0.0131
38 H -1.601 4.032 -5.854  0.0012
39 H -0.224 6.082 -5.711  0.0000
40 H 1.056 6.564 -3.645  0.0002
41 H 0.979 5.004 -1.744  0.0003
42 H 1.717 1.273 -2.298  -0.0099
43 H 4.075 1.040 -1.620  -0.0027
44 H 4.890 2.175 0.433  -0.0004
45 H 3.328 3.545 1.786  0.0002
46 H 0.977 3.771 1.117  -0.0001
47 H -3.978 3.777 1.798  0.0003
48 H -5.309 1.430 2.123  -0.0014
49 H -4.800 -1.020 -0.363  0.0084
50 H -4.467 -1.218 1.365  -0.0027
51 H -2.739 -2.492 2.676  -0.0058
52 H -1.243 -3.940 4.024  0.0101
53 H 0.852 -4.863 3.030  0.0010
54 H 1.520 -4.251 0.751  -0.0112
55 H -0.367 -3.386 -0.644  -0.0060
56 H -3.576 -1.650 -2.903  -0.0131
57 H -4.410 -3.452 -4.331  0.0011
58 H -4.469 -5.780 -3.488  -0.0001
59 H -3.704 -6.268 -1.182  0.0006
60 H -2.837 -4.466 0.241  -0.0021
61 Cl 6.359 -2.475 -3.248  0.0195
62 C 4.752 -2.167 -2.645  0.2059
63 C 4.445 -2.469 -1.323  -0.1374
64 C 3.177 -2.224 -0.837  0.1221
65 C 2.174 -1.666 -1.667  -0.0683
66 C 2.518 -1.360 -3.012  0.2113
67 C 3.791 -1.615 -3.487  -0.0886
68 C 0.895 -1.406 -1.173  0.6033
69 O 0.609 -1.727 0.118  -0.0329
70 O -0.068 -0.821 -1.915  0.1456
71 H 5.210 -2.887 -0.680  -0.0034
72 H 2.944 -2.442 0.199  0.1220
73 H 1.763 -0.934 -3.663  0.0408
74 H 4.048 -1.396 -4.517  -0.0032
75 S -2.059 0.062 -4.277  0.4089
76 C -2.516 0.376 -2.804  0.5023
77 C 1.645 1.412 5.798  -0.0003
78 C 2.158 0.490 4.720  0.0002
79 C 2.958 -0.606 5.039  -0.0004
80 C 3.443 -1.440 4.045  0.0012
81 Cl 4.439 -2.811 4.481  0.0001
82 C 3.159 -1.206 2.712  0.0244
83 C 2.348 -0.130 2.381  -0.0237
84 C 1.855 0.696 3.377  0.0029
85 O 1.093 1.768 2.977  0.0015
86 C -0.319 1.603 3.131  0.0027
87 C -0.921 0.687 2.076  0.0024
88 O -1.750 -0.132 2.446  0.0272
89 O -0.470 0.879 0.871  0.0313
90 H 2.394 1.540 6.581  0.0000
91 H 0.746 1.008 6.268  0.0001
92 H 1.398 2.389 5.390  0.0000
93 H 3.213 -0.805 6.075  -0.0001
94 H 3.561 -1.855 1.945  -0.0057
95 H 2.088 0.081 1.345  0.0152
96 H -0.748 2.600 3.037  0.0013
97 H -0.587 1.195 4.100  0.0002

E_LUMO (alpha / beta): 0.2 / -2.2 eV
Multiplicity: 6
DFT total energy: -118005.3534 eV
Energy relative to the best compared isomer or geometry (same formula, charge and spin): 65.0 kcal/mol
Expectation value of S²: 8.8456